{"formula": "C3H3NO3", "method": "wB97M-V/def2-TZVPD", "species": ["O", "O", "O", "N", "C", "C", "C", "H", "H", "H"], "coordinates": [[-2.61, -0.73, 0.28], [1.29, 1.76, -0.08], [-0.88, 0.96, 0.82], [-1.15, 0.85, -0.81], [-1.81, 0.10, 0.01], [0.67, 0.77, -0.01], [1.03, -0.67, -0.04], [1.46, -0.88, -1.02], [0.19, -1.33, 0.14], [1.80, -0.82, 0.72]], "lumo_energy_ha": 0.0004, "e_homo_ev": -10.50, "molar_mass_g_mol": 101.06, "de_lowest_kcal_mol": 110.6, "homo_lumo_gap_ev": 10.51, "total_energy_ha": -396.4482}

=====

{"formula": "C23H23Br4FeIN2O3Se", "method": "wB97M-V/def2-TZVPD", "species": ["I", "Br", "Br", "Br", "Br", "Se", "Fe", "O", "O", "O", "N", "N", "C", "C", "C", "C", "C", "C", "C", "C", "C", "C", "C", "C", "C", "C", "C", "C", "C", "C", "C", "C", "C", "C", "C", "H", "H", "H", "H", "H", "H", "H", "H", "H", "H", "H", "H", "H", "H", "H", "H", "H", "H", "H", "H", "H", "H", "H"], "coordinates": [[3.14, 3.26, 4.10], [-6.16, -3.07, -1.25], [-7.07, -0.46, 0.55], [-4.71, 1.55, 1.82], [-2.90, -3.58, -1.85], [-0.32, 0.79, -2.46], [-0.12, 0.04, 0.00], [0.73, 1.59, 0.82], [-1.94, 0.61, 0.95], [-1.24, -1.40, -0.54], [-0.47, 4.21, -5.73], [0.03, 1.19, 2.96], [-2.90, -0.12, 0.48], [0.60, 3.43, -5.57], [3.01, -0.03, -1.53], [1.71, -1.51, 1.68], [1.10, -2.34, 0.74], [0.79, 3.36, 2.35], [2.48, -0.57, 0.96], [2.31, -0.81, -0.46], [-4.86, -1.88, -0.56], [-1.49, 3.98, -4.89], [1.09, -2.60, -1.86], [1.66, -1.68, 3.17], [0.71, 2.44, -4.60], [-2.52, -1.24, -0.34], [-4.25, 0.07, 0.73], [1.49, -1.91, -0.60], [-1.48, 3.03, -3.89], [0.49, 2.03, 1.99], [0.25, -3.53, 1.04], [-5.23, -0.79, 0.21], [-3.49, -2.10, -0.83], [-0.36, 2.21, -3.73], [3.36, 0.49, 1.53], [-0.43, 0.36, 2.61], [1.82, -0.73, 3.68], [-0.46, -3.31, 1.84], [4.10, -0.12, -1.42], [1.36, -3.66, -1.82], [1.42, 3.62, -6.26], [4.41, 0.25, 1.33], [1.55, -2.15, -2.73], [2.75, 1.03, -1.46], [-2.34, 2.90, -3.25], [2.73, -0.38, -2.51], [0.00, -2.54, -1.99], [-2.35, 4.62, -5.04], [3.23, 0.59, 2.60], [0.86, -4.38, 1.36], [3.14, 1.45, 1.06], [0.69, -2.07, 3.49], [-0.32, -3.82, 0.15], [1.60, 1.84, -4.53], [2.42, -2.38, 3.51], [-0.43, 1.62, 3.75], [0.34, 3.78, 3.23], [1.18, 4.03, 1.61]], "lumo_energy_ha": [0.1432, 0.1316], "e_homo_ev": [-2.17, -2.28], "multiplicity": 5, "molar_mass_g_mol": 956.77, "homo_lumo_gap_ev": [6.07, 5.86], "charge": -2, "total_energy_ha": -15484.4439}

=====

{"formula": "C36H65NO10", "method": "wB97M-V/def2-TZVPD", "species": ["O", "O", "O", "O", "O", "O", "O", "O", "O", "O", "N", "C", "C", "C", "C", "C", "C", "C", "C", "C", "C", "C", "C", "C", "C", "C", "C", "C", "C", "C", "C", "C", "C", "C", "C", "C", "C", "C", "C", "C", "C", "C", "C", "C", "C", "C", "C", "H", "H", "H", "H", "H", "H", "H", "H", "H", "H", "H", "H", "H", "H", "H", "H", "H", "H", "H", "H", "H", "H", "H", "H", "H", "H", "H", "H", "H", "H", "H", "H", "H", "H", "H", "H", "H", "H", "H", "H", "H", "H", "H", "H", "H", "H", "H", "H", "H", "H", "H", "H", "H", "H", "H", "H", "H", "H", "H", "H", "H", "H", "H", "H", "H"], "coordinates": [[3.53, -6.47, 1.04], [-0.34, 8.57, 1.74], [-1.92, -4.74, 1.17], [3.00, 1.71, -8.65], [-0.91, -0.18, 4.08], [0.89, -4.07, 2.06], [-0.02, 5.94, 0.40], [2.75, 1.99, -5.71], [-4.14, -4.59, 0.11], [-0.11, -2.10, 2.59], [3.14, -2.73, 6.48], [-2.11, -2.58, 4.02], [-2.26, -5.68, 2.24], [-3.02, 2.10, -0.60], [0.90, 8.35, 2.40], [1.89, 2.30, -7.97], [-2.10, 1.03, -1.47], [2.89, 3.52, -1.33], [1.58, -5.32, 2.38], [-0.24, 8.37, 0.32], [2.68, -1.81, 3.30], [-1.04, -3.86, 3.94], [-4.52, -1.41, 3.31], [-4.08, 0.09, 2.81], [0.35, -3.38, 3.22], [2.17, -5.90, 0.92], [-2.84, -4.98, 0.05], [1.13, -7.01, 0.31], [4.10, -1.85, 5.74], [3.99, -1.30, 4.19], [-0.24, 2.63, -2.73], [4.17, 1.92, -5.60], [2.32, 2.97, -6.66], [-1.63, 1.77, -2.89], [-3.42, -2.59, 3.04], [-2.35, -5.72, -1.33], [1.97, -3.19, 5.66], [-0.60, 5.32, 1.54], [-4.15, 1.37, 0.35], [-0.82, 7.02, -0.09], [1.05, 1.72, -2.27], [2.45, 2.57, -2.61], [-1.00, -1.42, 3.59], [1.61, -2.83, 4.11], [-3.46, 0.17, 1.29], [-1.64, -5.37, 3.71], [3.05, 0.30, -8.48], [4.02, -0.06, -8.83], [1.36, 7.41, 2.10], [4.78, -0.61, 3.68], [5.07, -1.49, 6.34], [-4.91, 0.80, -0.36], [-2.62, -2.47, 5.10], [-1.29, -6.20, -1.21], [0.14, 4.66, 1.99], [2.15, 4.46, -1.25], [2.93, 2.94, -0.31], [0.11, -6.88, 0.89], [-5.07, 0.75, 2.80], [-4.75, -1.38, 4.47], [-3.38, 0.59, 3.62], [-3.56, -0.81, 0.66], [-1.86, 6.92, 0.23], [-3.55, 2.85, -1.36], [-0.82, 9.17, -0.15], [4.16, -5.72, 1.26], [-2.24, -4.89, -2.19], [-2.47, 2.53, -3.26], [-2.54, -5.47, 4.49], [-1.46, 4.72, 1.23], [-2.71, 0.07, -1.78], [1.10, 1.56, -7.80], [2.28, -4.93, 0.24], [-3.04, -2.51, 1.93], [1.46, 3.48, -6.22], [-1.92, -6.76, 1.91], [3.29, 1.79, -2.90], [3.97, 3.94, -1.55], [3.10, 3.71, -6.84], [2.26, -0.17, -9.08], [4.64, 1.85, -6.58], [2.93, 0.01, -7.43], [-5.55, -1.70, 2.79], [0.71, 8.30, 3.48], [0.92, -6.18, 2.81], [-0.88, -6.24, 4.03], [-3.45, -5.73, 2.35], [1.20, -3.92, 6.21], [-0.69, -3.92, 5.09], [-2.32, 0.49, 1.38], [-3.99, -3.62, 3.18], [-2.26, 2.66, 0.12], [-0.80, 6.95, -1.19], [2.52, -5.23, 3.07], [1.62, -8.08, 0.51], [2.29, 3.28, -3.53], [0.07, 3.16, -3.75], [1.03, 0.66, -2.79], [4.54, 2.80, -5.07], [0.80, 8.48, -0.01], [-3.13, -6.50, -1.71], [-1.14, 0.68, -0.87], [0.95, 1.55, -1.10], [-0.91, 6.05, 2.29], [0.97, -6.82, -0.85], [4.43, 1.03, -5.03], [1.48, 3.07, -8.64], [-1.48, 0.99, -3.77], [-0.44, 3.51, -1.95], [2.49, -1.53, 2.18], [-4.78, 2.11, 1.01], [1.58, 9.18, 2.20]], "lumo_energy_ha": -0.0115, "e_homo_ev": -9.02, "molar_mass_g_mol": 671.91, "homo_lumo_gap_ev": 8.71, "total_energy_ha": -2217.0669, "smiles": "CCCCCCCCCCCC[C@@H]1C(=O)O[C@@](OC[C@H](C)O)(c2cccnc2)[C@@H]1CCOC(C)=O.COCCOC.COCCOC"}

=====

{"formula": "C33H25AuBrN3O2", "method": "wB97M-V/def2-TZVPD", "species": ["Au", "Br", "O", "O", "N", "N", "N", "C", "C", "C", "C", "C", "C", "C", "C", "C", "C", "C", "C", "C", "C", "C", "C", "C", "C", "C", "C", "C", "C", "C", "C", "C", "C", "C", "C", "C", "C", "C", "C", "C", "H", "H", "H", "H", "H", "H", "H", "H", "H", "H", "H", "H", "H", "H", "H", "H", "H", "H", "H", "H", "H", "H", "H", "H", "H"], "coordinates": [[-0.09, 1.47, -0.51], [-2.16, 0.49, 0.40], [2.89, 3.15, -2.87], [2.40, -0.32, 3.21], [2.15, 1.17, 0.00], [0.97, 2.83, -1.80], [0.70, -0.79, 1.86], [-3.23, -3.40, -0.32], [-1.47, 0.68, -4.50], [-2.40, 1.38, -5.26], [-1.30, 0.16, 4.18], [2.66, 0.65, 1.13], [-3.22, -2.06, 0.11], [-0.99, -1.14, 3.80], [1.59, -3.36, -0.64], [-0.46, 2.77, -3.82], [4.00, 0.91, 1.50], [1.90, 3.79, -3.73], [-2.34, 2.76, -5.33], [4.80, 1.68, 0.70], [0.52, -1.64, 0.69], [-0.49, 1.37, -3.81], [-2.05, -4.00, -0.65], [2.24, 2.64, -1.85], [-0.81, -3.36, -0.43], [-0.77, -2.09, 0.24], [4.27, 2.21, -0.46], [1.65, -2.23, 0.18], [0.39, -3.97, -0.86], [2.93, 1.95, -0.75], [1.88, -0.17, 2.03], [1.47, -0.98, 4.09], [-2.02, -1.44, 0.33], [-1.39, 3.45, -4.60], [-2.53, 0.44, 4.75], [-1.90, -2.17, 4.05], [-3.45, -0.58, 4.96], [-3.12, -1.89, 4.63], [0.35, -1.46, 3.18], [0.55, 3.55, -3.01], [2.62, -1.88, 0.51], [-2.79, 1.46, 5.02], [0.10, 4.49, -2.69], [-1.50, -0.40, -4.46], [-4.17, -3.91, -0.46], [-4.42, -0.36, 5.39], [1.95, 3.32, -4.71], [5.82, 1.89, 0.98], [-2.04, -4.98, -1.11], [-0.59, 0.96, 4.02], [-3.04, 3.30, -5.95], [0.34, -4.91, -1.39], [0.28, 0.81, -3.29], [-4.14, -1.52, 0.22], [4.36, 0.47, 2.42], [0.41, -2.54, 3.01], [-3.16, 0.84, -5.81], [2.16, 4.84, -3.82], [2.51, -3.80, -0.99], [4.85, 2.83, -1.13], [-1.64, -3.19, 3.79], [1.11, -0.25, 4.82], [1.99, -1.77, 4.62], [-3.82, -2.69, 4.83], [-1.36, 4.54, -4.64]], "lumo_energy_ha": -0.2694, "e_homo_ev": -13.81, "molar_mass_g_mol": 772.45, "de_lowest_kcal_mol": 19.9, "homo_lumo_gap_ev": 6.48, "charge": 2, "total_energy_ha": -4296.4458}

=====

{"formula": "C2H3N3O2", "method": "wB97M-V/def2-TZVPD", "species": ["O", "O", "N", "N", "N", "C", "C", "H", "H", "H"], "coordinates": [[1.37, -1.57, -0.09], [0.74, 0.84, 1.80], [-0.50, -0.70, -1.15], [-1.29, 0.38, -0.85], [-0.71, 1.22, 0.14], [0.47, -0.64, -0.21], [0.25, 0.53, 0.63], [0.42, 1.72, 1.93], [-1.93, 0.67, -1.67], [1.17, -2.44, -0.54]], "lumo_energy_ha": 0.0296, "e_homo_ev": -8.73, "molar_mass_g_mol": 101.06, "de_lowest_kcal_mol": 57.8, "homo_lumo_gap_ev": 9.54, "total_energy_ha": -392.7014, "smiles": "Oc1n[nH]nc1O"}

=====

{"formula": "C71H155N9O9", "method": "wB97M-V/def2-TZVPD", "species": ["O", "O", "O", "O", "O", "O", "O", "O", "O", "N", "N", "N", "N", "N", "N", "N", "N", "N", "C", "C", "C", "C", "C", "C", "C", "C", "C", "C", "C", "C", "C", "C", "C", "C", "C", "C", "C", "C", "C", "C", "C", "C", "C", "C", "C", "C", "C", "C", "C", "C", "C", "C", "C", "C", "C", "C", "C", "C", "C", "C", "C", "C", "C", "C", "C", "C", "C", "C", "C", "C", "C", "C", "C", "C", "C", "C", "C", "C", "C", "C", "C", "C", "C", "C", "C", "C", "C", "C", "C", "H", "H", "H", "H", "H", "H", "H", "H", "H", "H", "H", "H", "H", "H", "H", "H", "H", "H", "H", "H", "H", "H", "H", "H", "H", "H", "H", "H", "H", "H", "H", "H", "H", "H", "H", "H", "H", "H", "H", "H", "H", "H", "H", "H", "H", "H", "H", "H", "H", "H", "H", "H", "H", "H", "H", "H", "H", "H", "H", "H", "H", "H", "H", "H", "H", "H", "H", "H", "H", "H", "H", "H", "H", "H", "H", "H", "H", "H", "H", "H", "H", "H", "H", "H", "H", "H", "H", "H", "H", "H", "H", "H", "H", "H", "H", "H", "H", "H", "H", "H", "H", "H", "H", "H", "H", "H", "H", "H", "H", "H", "H", "H", "H", "H", "H", "H", "H", "H", "H", "H", "H", "H", "H", "H", "H", "H", "H", "H", "H", "H", "H", "H", "H", "H", "H", "H", "H", "H", "H", "H", "H", "H", "H", "H", "H", "H", "H", "H", "H", "H", "H", "H", "H", "H", "H"], "coordinates": [[-0.13, 6.85, -2.77], [-1.76, 5.32, 2.53], [-5.78, -0.11, -1.72], [5.29, -1.38, 2.07], [3.92, 5.48, -2.36], [0.11, -7.13, 1.95], [-3.33, 0.61, -2.89], [5.42, -6.85, -3.23], [0.35, 0.44, 0.81], [-7.09, 0.36, -1.90], [-2.79, 2.16, -0.30], [-0.56, -6.02, 2.55], [5.62, -5.79, -2.34], [-1.22, 4.75, -1.08], [5.50, -1.00, 3.39], [-1.91, 4.04, 3.19], [3.93, 4.05, -2.43], [-2.06, 0.19, -3.46], [4.41, -0.16, 4.02], [6.23, -4.33, -4.16], [2.57, 1.58, -2.59], [5.78, -3.39, -1.93], [-7.16, 1.83, -1.73], [-3.35, 5.01, -2.19], [-0.59, 1.04, -0.07], [-3.36, 2.45, 4.23], [4.97, -6.06, -1.04], [3.43, 1.86, -1.41], [-0.86, 2.12, 4.39], [-7.74, -0.77, 0.30], [-1.88, 1.43, 0.60], [-7.99, -0.59, -1.26], [5.56, -7.30, -0.49], [0.43, 8.18, -2.79], [-1.99, -1.26, -3.45], [-0.67, -1.68, -4.10], [-0.59, 0.43, -5.29], [-1.53, 6.78, -2.43], [-4.25, 4.46, 2.93], [4.11, 4.23, -4.85], [4.78, -3.43, 4.08], [0.16, -5.60, 3.74], [-0.02, -6.77, 4.79], [-2.15, -1.75, -2.07], [4.92, -1.23, 6.32], [-3.16, 3.95, 3.94], [4.58, 1.22, 3.36], [4.81, 0.05, 5.49], [2.96, -0.59, 3.81], [-3.40, 4.81, 5.22], [-2.95, 0.72, -5.81], [1.79, 4.29, -3.86], [-7.87, -1.95, -1.97], [0.47, 3.65, 2.95], [1.16, -0.60, 0.24], [-1.81, 5.29, -2.28], [-9.40, -0.11, -1.52], [3.23, 3.70, -3.76], [3.43, -6.29, -1.06], [-6.31, 2.56, -2.81], [7.22, -2.78, 3.52], [-0.46, -1.09, -5.52], [5.85, -2.26, 4.14], [3.15, 2.21, -3.82], [-9.63, 1.34, -1.13], [-0.42, 4.44, 5.12], [5.37, -4.91, -0.13], [3.91, -4.22, -3.32], [-1.90, 0.93, -4.69], [-2.18, 1.90, 5.03], [-1.52, -3.71, 2.14], [4.70, 3.60, -0.11], [-6.73, 2.27, -0.29], [-1.77, 2.42, -4.36], [-8.65, 2.17, -1.96], [-0.59, -4.36, 4.32], [-0.83, -4.94, 1.51], [-1.87, -5.50, 0.50], [-0.66, 3.55, 3.90], [6.11, -1.99, 5.67], [-2.56, 0.19, 1.12], [1.62, -5.21, 3.47], [5.02, -3.53, -0.67], [-0.75, -3.20, 3.33], [3.54, 3.41, -1.12], [2.29, 3.98, -0.50], [5.33, -4.49, -2.94], [0.51, -4.64, 0.73], [-3.15, -2.02, -4.13], [-2.78, -0.23, -6.26], [2.91, -0.84, 2.75], [1.67, 5.27, -3.36], [-4.07, -1.95, -3.55], [0.06, -6.38, 5.78], [-2.08, -0.23, 2.01], [-2.32, 2.22, 6.09], [1.41, 3.34, -0.73], [5.76, 0.60, 5.41], [-0.28, 5.53, 4.82], [7.27, -4.59, -3.94], [7.04, -3.04, 2.46], [-2.28, -4.69, -0.10], [-8.76, 3.27, -1.77], [2.25, -5.96, 2.94], [-3.47, 1.92, 3.25], [3.24, -4.15, -2.49], [-1.42, 4.87, -3.21], [-9.42, 1.51, -0.10], [1.11, -3.88, 1.25], [-6.67, -1.02, 0.44], [5.52, -2.47, -2.42], [0.49, -1.26, -5.93], [-4.45, 5.01, 5.55], [1.53, 1.91, -2.44], [-4.14, 5.50, 2.67], [-0.06, 1.92, -0.52], [-10.19, -0.76, -1.08], [-2.01, -2.85, -2.11], [0.21, -2.92, 2.91], [2.58, -1.41, 4.39], [5.32, -7.40, 0.58], [-9.62, -0.13, -2.64], [-3.41, -1.78, -5.18], [-1.54, 5.97, 3.26], [1.59, -4.26, 3.00], [0.44, 4.62, 2.49], [4.30, 5.27, -4.82], [-2.43, -4.15, 2.37], [0.64, -7.61, 4.61], [4.10, 0.73, 5.97], [4.84, 5.72, -2.15], [2.46, 0.49, -2.68], [-6.32, 3.26, -0.42], [7.06, -1.47, 5.86], [-2.57, -0.62, 0.34], [-1.18, 4.44, 5.89], [-6.47, 3.59, -2.68], [5.10, -0.94, 7.33], [3.06, 1.36, -0.50], [5.27, -2.75, 0.07], [4.46, 1.53, -1.55], [6.65, -7.28, -0.51], [0.30, -4.19, -0.27], [-1.27, -1.45, -6.26], [5.14, -8.17, -1.03], [-0.22, 4.94, -1.07], [3.99, -1.74, 6.24], [-1.66, 7.31, -1.46], [-5.30, 0.12, -2.54], [-0.43, 0.90, -6.28], [-1.46, -6.39, -0.05], [-5.92, 1.57, 0.14], [3.94, -3.58, -0.86], [3.78, -3.25, -3.82], [-8.01, -1.82, -3.01], [1.24, -5.46, 0.69], [-2.63, 2.77, -3.77], [-1.72, -2.92, 1.35], [-2.80, 1.53, -6.58], [0.22, 0.72, -4.53], [4.52, -6.84, -3.63], [3.61, 3.99, -5.84], [5.05, 3.66, -4.87], [-1.62, 5.17, -0.28], [-2.46, 3.03, -0.69], [-1.18, -2.36, 3.84], [-1.63, 3.08, -5.25], [-3.91, 5.34, -3.08], [1.53, 4.46, -4.88], [-10.67, 1.71, -1.40], [5.97, -0.92, 1.57], [1.49, 7.95, -2.56], [-8.73, -2.49, -1.66], [-2.95, 5.80, 5.21], [1.46, 3.48, 3.44], [-2.76, -5.92, 1.05], [3.86, 1.96, 3.77], [0.28, 2.91, 2.19], [0.36, 8.49, -3.81], [7.98, -2.00, 3.47], [-3.74, 5.43, -1.28], [-5.29, 2.17, -2.69], [0.50, 4.05, 5.58], [-8.91, 2.08, -2.99], [-3.49, 3.91, -2.12], [1.86, -0.89, 1.03], [-0.13, 1.89, 5.15], [-0.62, -7.66, 1.61], [2.31, 0.30, 3.89], [-5.26, 4.41, 3.48], [0.09, -1.27, -3.39], [4.39, -3.45, 3.11], [-3.12, 1.02, -2.02], [-1.58, 1.99, 1.48], [-2.18, 7.30, -3.25], [-3.56, 2.43, 0.35], [7.64, -3.62, 4.07], [6.08, -3.01, 6.13], [-4.29, 3.83, 2.01], [4.50, 3.21, 0.87], [-3.01, -3.12, -4.07], [4.95, 4.60, 0.14], [4.40, 1.17, 2.32], [-3.08, -1.43, -1.68], [-3.91, 0.86, -5.38], [0.49, -1.48, -0.01], [-3.56, 0.48, 1.39], [-0.11, -4.02, 5.21], [5.67, 1.50, 3.49], [-7.63, 2.36, 0.34], [-6.89, -2.44, -1.76], [-1.62, -4.63, 4.59], [-6.70, 2.19, -3.76], [5.59, 3.06, -0.45], [5.36, -4.41, 4.31], [-1.38, -1.30, -1.50], [4.12, 1.76, -3.96], [5.98, -5.03, -5.01], [-2.93, 4.27, 6.04], [6.44, -4.94, 0.02], [1.64, -0.20, -0.65], [3.17, -6.90, -0.19], [-0.80, 0.33, -0.92], [2.07, 5.01, -0.83], [-8.35, -1.59, 0.66], [-7.98, 0.13, 0.90], [0.02, 8.88, -2.04], [4.10, -3.37, 4.87], [2.31, 3.95, 0.61], [2.96, -6.76, -1.96], [2.56, 1.96, -4.75], [-2.33, 0.82, 5.10], [2.97, -5.29, -0.95], [-0.53, -2.74, -3.97], [4.90, -5.07, 0.83], [-0.80, 1.41, 3.50], [-0.78, 2.53, -3.82], [6.83, -3.51, -1.67], [2.14, -5.06, 4.48], [6.29, -3.36, -4.62], [-4.30, 2.29, 4.78], [-1.01, -7.18, 4.58], [1.10, 3.61, -3.41], [3.47, -4.98, -3.93]], "lumo_energy_ha": 0.0156, "e_homo_ev": -7.75, "molar_mass_g_mol": 1279.07, "de_lowest_kcal_mol": 36.5, "homo_lumo_gap_ev": 8.17, "total_energy_ha": -3967.7607, "smiles": "CC1(C)CCCC(C)(C)N1O.CC1(C)CCCC(C)(C)N1O.CC1(C)CCCC(C)(C)N1O.CC1(C)CCCC(C)(C)N1O.CC1(C)CCCC(C)(C)N1O.CC1(C)CCCC(C)(C)N1O.CC1(C)CCCC(C)(C)N1O.COC[C@H](C)N.COC[C@H](C)N"}